[1]
Here is a structure of composition C4H7O2Pb from the OMol25 dataset. Energies are from wB97M-V/def2-TZVPD.

* HOMO level (alpha / beta): -6.62 / -8.08 eV
* multiplicity: 2
* energy above the lowest of the compared OMol25 structures with the same formula, charge and spin: 0.000 eV
* energy: -13601.34751 eV
* frontier orbital gap (alpha / beta): 5.307 / 6.840 eV
* LUMO (alpha / beta): -1.313 / -1.237 eV

Element x y z (Å)
1 O 1.448 -0.231 1.848
2 C 0.615 -1.231 1.292
3 C 0.418 -1.004 -0.210
4 C 0.207 0.451 -0.545
5 C -1.006 0.898 -0.970
6 O -1.275 2.103 -1.400
7 Pb -2.695 3.552 -1.750
8 H 0.966 1.238 -0.458
9 H -0.374 -1.230 1.788
10 H 1.113 -2.198 1.465
11 H -0.432 -1.626 -0.535
12 H 1.308 -1.392 -0.733
13 H 1.571 0.468 1.112
14 H -1.863 0.204 -0.904

Forces on the atoms, in the same order (eV/Å):
O 0.5144 1.7072 -1.6308
C -0.0679 -0.1472 -0.0957
C 0.3489 -0.2066 0.1550
C -1.6268 0.6802 -0.6851
C 0.7871 -1.5867 0.9725
O 0.4347 0.3567 -0.0975
Pb -0.5400 0.5842 -0.1085
H 0.1113 -0.5551 -0.2765
H 0.3776 0.0410 -0.0310
H -0.3254 0.1249 0.0270
H 0.1943 0.3585 -0.0692
H -0.2294 0.1651 0.0493
H -0.3089 -1.6300 2.1316
H 0.3301 0.1079 -0.3411

[2]
Here is a cluster of 2 separate species, C4H7O2S in total from the OMol25 dataset. Energies are from wB97M-V/def2-TZVPD.

* HOMO level: -4.58 eV
* multiplicity: 1
* energy above the lowest of the compared OMol25 structures with the same formula, charge and spin: 3.529 eV
* energy: -19189.76138 eV
* frontier orbital gap: 4.749 eV
* net charge: -1
* LUMO: 0.165 eV

Element x y z (Å)
1 O 2.133 -1.499 0.037
2 C 1.891 -0.293 -0.142
3 O 2.549 0.505 -0.858
4 C 0.812 0.426 0.725
5 C -0.508 0.460 -0.007
6 C -0.859 -0.845 -0.720
7 S -3.271 1.165 1.195
8 H 1.174 1.455 0.865
9 H 0.890 -0.013 1.737
10 H -1.487 0.760 0.472
11 H -0.456 1.402 -0.569
12 H -1.896 -0.793 -1.005
13 H -0.286 -1.012 -1.634
14 H -0.685 -1.719 -0.095

Forces on the atoms, in the same order (eV/Å):
O -0.9374 -0.0999 0.2511
C 2.1296 0.3676 -0.5673
O -0.6855 -0.0568 -0.0405
C -0.2597 0.6771 1.5031
C 1.3692 -0.2770 -0.7864
C -0.1196 0.3393 -0.4123
S 1.3371 -0.3087 -0.4831
H -0.1549 -0.2446 -0.1623
H -0.6505 -0.3093 -0.5396
H -1.6195 0.3486 1.8884
H -0.1226 -0.6719 -0.8689
H -0.5043 -0.2170 -0.1390
H 0.2293 0.2717 0.1563
H -0.0114 0.1808 0.2006

[3]
Here is a structure of composition C4H7O2Sn from the OMol25 dataset. Energies are from wB97M-V/def2-TZVPD.

* HOMO level (alpha / beta): -6.11 / -8.54 eV
* multiplicity: 2
* energy above the lowest of the compared OMol25 structures with the same formula, charge and spin: 2.137 eV
* energy: -14182.32912 eV
* frontier orbital gap (alpha / beta): 5.781 / 8.308 eV
* LUMO (alpha / beta): -0.328 / -0.227 eV

Element x y z (Å)
1 O 0.324 1.910 0.465
2 C 0.506 1.001 1.364
3 C 1.046 -0.260 1.206
4 H 0.754 -1.050 1.901
5 H -0.147 1.122 2.250
6 H 2.086 -0.269 0.866
7 Sn -1.062 2.387 -0.586
8 C -0.365 -0.921 -1.582
9 C -1.128 -0.563 -0.480
10 O 0.975 -0.731 -1.745
11 H -0.865 -0.951 -2.559
12 H -1.377 -0.599 0.583
13 H -2.183 -0.503 -0.777
14 H 1.437 -0.572 -0.906

Forces on the atoms, in the same order (eV/Å):
O 5.9750 -0.1308 2.4921
C -1.4150 -3.3112 1.6943
C 1.3979 2.1459 1.2432
H 0.3928 0.5111 0.1643
H -0.0490 0.0407 -0.3333
H -0.3662 -0.5415 -0.9016
Sn -4.7301 1.2829 -3.6365
C 0.4316 2.9734 1.6176
C -2.8517 -0.9073 -1.6684
O -0.6301 -1.2042 -0.3087
H 0.3054 -0.2945 0.4610
H 2.0500 -0.0664 -0.1403
H 0.0003 -0.4434 -0.9292
H -0.5108 -0.0548 0.2454

[4]
Here is the ion C4H7O3 with charge -1 from the OMol25 dataset. Energies are from wB97M-V/def2-TZVPD.

* SMILES string: O=C([O-])CCCO
* HOMO level: -3.95 eV
* multiplicity: 1
* energy above the lowest of the compared OMol25 structures with the same formula, charge and spin: 0.823 eV
* energy: -10405.04817 eV
* frontier orbital gap: 7.510 eV
* net charge: -1
* LUMO: 3.563 eV

Element x y z (Å)
1 O 0.491 -0.542 1.942
2 C 1.323 -0.627 1.013
3 O 2.487 -1.078 1.108
4 C 0.841 -0.072 -0.393
5 C -0.547 0.503 -0.322
6 C -1.351 0.595 -1.635
7 O -2.690 0.931 -1.395
8 H 1.706 0.515 -0.749
9 H 1.022 -0.796 -1.223
10 H -1.046 -0.101 0.438
11 H -0.472 1.525 0.108
12 H -0.823 1.319 -2.278
13 H -1.306 -0.363 -2.147
14 H -2.760 1.384 -0.559

Forces on the atoms, in the same order (eV/Å):
O -0.3342 0.1243 -0.0916
C 0.1412 -0.3481 0.2589
O -0.0848 0.2142 -0.7315
C 1.9719 -0.9021 -0.6378
C -0.1130 0.8149 -0.3103
C 1.7574 -0.1455 0.9012
O -0.8348 0.0632 -0.6654
H -0.6155 1.0967 0.5624
H -0.9539 -0.5719 0.7751
H -0.2713 0.0212 -0.1423
H -0.1870 -0.3731 -0.1206
H -0.4252 0.0634 -0.0787
H -0.2362 -0.1944 -0.0810
H 0.1855 0.1374 0.3616